# 1
42
Properties=species:S:1:pos:R:3:forces:R:3 method="wB97M-V/def2-TZVPD" lumo_ev=0.7 homo_energy_ev=-8.162 gap_ev=8.9 energy_ev=-35042.22723 e_above_lowest_ev=15.395 smiles="O=C(CCCOc1ccc(Cl)cc1)N1CCCCCC1"
O 3.2301 1.0186 -1.4654 3.8 3.5 -11.5
C 2.8743 0.7979 -0.4436 -6.9 3.6 9.6
C 1.7857 1.9754 0.4228 6.8 0.3 -5.0
C 0.9853 2.6709 -0.5905 4.9 -4.2 -7.1
C 0.0540 3.4961 -0.1025 -5.3 3.9 4.4
O -0.8893 2.7082 0.9504 2.5 2.7 -0.6
C -1.5469 1.6700 0.4850 -2.4 -0.9 -4.0
C -1.9496 1.5794 -0.9541 -3.0 -8.6 6.0
C -2.7661 0.3388 -1.3419 4.8 4.6 11.9
C -3.1088 -0.4621 -0.1957 -0.9 -1.0 -4.6
Cl -4.0857 -1.8770 -0.3494 -1.1 -1.3 -1.5
C -2.8184 -0.3881 1.0833 7.2 12.8 -6.3
C -2.0553 0.7716 1.4173 1.4 1.2 2.2
N 3.0841 -0.2776 0.1739 -1.1 -7.0 3.4
C 2.4433 -0.7448 1.4715 -3.7 -5.4 -8.4
C 0.8804 -1.2884 1.4656 1.3 3.2 -0.5
C 0.7077 -2.7127 0.9531 -6.2 12.9 -11.0
C 1.5175 -2.7608 -0.5856 -6.8 3.5 0.2
C 2.9005 -2.6771 -0.5749 6.5 -5.8 1.9
C 3.6667 -1.4130 -0.6220 0.1 -1.6 14.1
H 1.2462 1.5825 1.0883 -4.2 -3.7 5.1
H 2.4610 2.6481 0.9831 -0.1 0.1 -0.5
H 0.5806 2.0512 -1.6593 0.8 0.7 3.6
H 1.7555 3.1812 -1.2264 -0.7 0.5 0.6
H -0.6566 3.7654 -0.8493 -0.5 1.0 -0.3
H 0.4699 4.4185 0.4818 -1.1 -1.8 -0.7
H -1.7838 2.2648 -1.6030 1.3 4.3 -4.2
H -3.0368 0.2227 -2.2229 -2.7 -1.4 -7.8
H -3.0984 -0.9255 1.7105 -4.6 -8.7 9.7
H -1.6976 1.2469 2.4710 -1.2 -2.1 -2.0
H 2.4803 -0.0272 2.0138 0.4 8.7 7.0
H 2.9697 -1.5035 1.8304 2.8 -3.0 1.5
H 0.4548 -0.3859 0.7610 0.0 -2.8 1.7
H 0.4836 -1.1761 2.5386 0.5 0.1 -1.5
H 1.1912 -3.3167 1.3399 7.1 -10.8 7.5
H -0.3211 -2.7737 0.5778 0.2 -1.0 0.9
H 1.1246 -1.6844 -1.2006 0.5 -3.4 1.4
H 1.0875 -3.6893 -0.9631 0.2 0.4 -0.6
H 3.4299 -3.5222 -1.4268 -1.4 2.7 2.2
H 3.2981 -3.2274 0.4728 -1.0 0.9 -2.5
H 4.6104 -1.5036 0.0682 -1.0 -0.6 -2.3
H 3.8164 -1.2080 -1.4710 2.5 3.7 -11.7

=====

# 2
43
Properties=species:S:1:pos:R:3:forces:R:3 method="wB97M-V/def2-TZVPD" lumo_ev=-0.1 homo_energy_ev=-8.881 gap_ev=8.8 energy_ev=-26056.73712 e_above_lowest_ev=16.956
C -5.9675 -0.3296 0.7575 -0.2 6.8 -1.3
C -5.2211 0.8127 -0.0883 -5.6 -0.1 -1.0
H -5.2661 1.8303 0.4835 0.6 -2.0 -1.1
H -5.8027 0.9452 -1.0783 0.5 0.0 1.7
O -3.9820 0.3721 -0.5484 1.3 2.2 5.2
C -3.1619 0.7047 0.6091 0.8 0.8 1.2
O -3.4723 1.1047 1.8116 1.4 -2.4 -7.2
C -1.7075 0.4923 0.0129 0.5 0.0 8.2
C -1.3879 -0.9419 0.4208 3.5 -2.9 3.0
N -0.1227 -1.4530 0.6729 -5.6 4.4 -1.2
N 0.8853 -0.4516 0.5839 2.0 -5.7 0.0
C 2.0897 -1.1177 0.5577 3.7 -4.4 1.8
O 2.4056 -2.5835 0.6599 -2.5 9.1 -0.9
C 3.3182 -0.1245 0.6050 0.3 -5.7 -4.3
C 4.4724 -0.6316 -0.1640 -5.2 -3.1 3.6
C 5.4921 0.2161 -0.0245 6.3 -5.6 -6.2
C 5.4783 1.3700 0.4197 -2.5 12.4 5.8
C 4.2385 1.8828 1.0741 14.2 9.0 -1.9
C 3.3048 1.1799 1.0312 -16.8 -8.7 3.7
H 2.2808 1.4390 1.7364 2.5 -0.3 -2.2
H 4.1594 2.9264 1.3182 0.4 0.2 0.6
H 6.1556 2.3138 0.4471 0.0 -2.7 -0.6
C 6.8145 -0.0833 -0.7736 -1.1 -3.7 -3.4
H 7.6010 0.4709 -0.3600 1.1 1.1 0.0
H 6.7031 0.0484 -2.1534 0.4 -0.2 4.6
H 7.1220 -1.2128 -0.5993 -0.7 2.1 -0.6
H 4.5562 -1.8092 -0.4183 -0.4 3.3 0.3
H 0.9100 0.5114 0.3603 -0.8 1.0 -0.2
C -2.5270 -1.9781 0.8290 0.7 4.2 -8.4
H -2.9999 -1.6967 1.6622 -2.2 0.9 2.9
H -2.0187 -2.8202 0.8289 2.0 -4.3 0.6
H -3.1392 -1.9811 -0.2732 0.8 -0.2 3.5
C -1.3744 0.7900 -1.3366 -2.5 -1.6 -2.9
C -1.8747 -0.4886 -2.3219 -6.3 13.7 -6.2
H -2.9572 -0.5842 -2.2244 0.6 -0.5 -0.1
H -1.2990 -1.0895 -2.0297 7.8 -9.8 3.6
H -1.5862 -0.0794 -3.4965 -0.9 -1.6 3.4
H -1.9027 1.7031 -1.3668 -0.4 1.4 -1.9
H -0.3479 0.9432 -1.4713 1.5 0.2 -0.3
H -1.1779 1.2702 0.8386 -0.6 -2.0 -2.1
H -6.9915 -0.1935 0.9895 -1.4 1.5 -0.2
H -6.0630 -1.1823 0.3481 0.3 -6.2 -3.9
H -5.6366 -0.4950 1.6705 2.5 -0.4 4.2

=====

# 3
45
Properties=species:S:1:pos:R:3:forces:R:3 method="wB97M-V/def2-TZVPD" lumo_ev=0.4 homo_energy_ev=-9.286 gap_ev=9.7 energy_ev=-37839.57030 e_above_lowest_ev=1.724
C 1.5649 -3.3840 -0.5109 0.0 0.0 0.0
C 0.4922 -2.5524 0.1761 0.0 0.0 0.0
C 0.9473 -1.9073 1.5101 0.0 0.0 0.0
C 1.4299 -2.9479 2.5228 0.0 0.0 0.0
C 2.0313 -0.9501 1.2388 0.0 0.0 0.0
N 2.8699 -0.1927 1.0314 0.0 0.0 0.0
C -0.2788 -1.1651 2.0824 0.0 0.0 0.0
O -1.0080 -1.7018 2.8911 0.0 0.0 0.0
N -0.5050 0.0735 1.5861 0.0 0.0 0.0
C -1.6974 0.8200 1.9537 0.0 0.0 0.0
C -1.4174 2.2912 1.8931 0.0 0.0 0.0
C -2.1055 3.2002 1.2107 0.0 0.0 0.0
C -3.3475 2.9572 0.3958 -0.3 -0.3 0.0
N -3.2158 3.0297 -1.0781 0.5 0.2 0.3
C -2.3898 2.0182 -1.6748 -0.1 0.3 -0.7
O -2.8776 1.1503 -2.3456 -0.1 -0.3 0.5
C -0.8869 2.2104 -1.6213 0.0 0.0 0.0
C -0.0593 1.0365 -2.0451 0.0 0.0 0.0
C 1.2838 0.8995 -1.8343 0.0 0.0 0.0
C 1.7827 -0.2934 -2.4298 0.0 0.0 0.0
C 3.2217 -0.7028 -2.4286 0.0 0.0 0.0
N 0.8780 -1.0275 -3.0330 0.0 0.0 0.0
S -0.6046 -0.3223 -2.9325 0.0 0.0 0.0
H 1.2268 -3.6707 -1.5058 0.0 0.0 0.0
H 2.4881 -2.8140 -0.6313 0.0 0.0 0.0
H 1.7938 -4.2921 0.0467 0.0 0.0 0.0
H 0.1559 -1.7597 -0.4963 0.0 0.0 0.0
H -0.3807 -3.1665 0.4091 0.0 0.0 0.0
H 1.6652 -2.4776 3.4761 0.0 0.0 0.0
H 0.6372 -3.6744 2.6878 0.0 0.0 0.0
H 2.3193 -3.4535 2.1521 0.0 0.0 0.0
H 0.0912 0.4278 0.8528 0.0 0.0 0.0
H -2.5363 0.5336 1.3166 0.0 0.0 0.0
H -1.9548 0.5191 2.9705 0.0 0.0 0.0
H -0.5462 2.6117 2.4576 0.0 0.0 0.0
H -1.7599 4.2305 1.2454 0.0 0.0 0.0
H -3.7911 1.9906 0.6285 0.0 0.0 0.0
H -4.0961 3.7028 0.6668 0.0 0.0 0.0
H -2.8046 3.9328 -1.3062 0.0 0.0 0.0
H -0.6910 3.0546 -2.2959 0.0 0.0 0.0
H -0.5844 2.5519 -0.6325 0.0 0.0 0.0
H 1.8969 1.6091 -1.2956 0.0 0.0 0.0
H 3.6394 -0.6497 -1.4231 0.0 0.0 0.0
H 3.3200 -1.7141 -2.8171 0.0 0.0 0.0
H 3.8031 -0.0319 -3.0642 0.0 0.0 0.0

=====

# 4
45
Properties=species:S:1:pos:R:3:forces:R:3 method="wB97M-V/def2-TZVPD" lumo_ev=0.6 homo_energy_ev=-9.059 gap_ev=9.7 energy_ev=-37840.58301 e_above_lowest_ev=0.711
C 0.8347 -1.8595 -3.0507 0.0 0.0 0.0
C 0.7871 -0.5405 -2.2894 0.0 0.0 0.0
C 0.2720 -0.6764 -0.8393 0.0 0.0 0.0
C -1.1596 -1.2097 -0.7852 0.0 0.0 0.0
C 1.1544 -1.5849 -0.0807 0.0 0.0 0.0
N 1.8387 -2.2653 0.5431 0.0 0.0 0.0
C 0.3476 0.6828 -0.0892 -0.1 0.0 0.0
O -0.6247 1.1525 0.4685 0.0 0.0 0.0
N 1.5685 1.2553 -0.0786 0.1 0.0 -0.1
C 1.9063 2.2585 0.9235 0.0 0.0 0.0
C 1.9488 1.6210 2.2895 0.0 0.0 0.0
C 3.0120 1.0694 2.8614 0.0 0.0 0.0
C 4.4068 1.0300 2.2992 0.2 0.1 0.0
N 4.7711 -0.2680 1.7331 -0.3 -0.1 0.1
C 4.6094 -0.5476 0.4209 0.3 0.1 0.0
O 4.3210 0.3111 -0.4038 -0.2 0.0 0.0
C 4.9565 -1.9704 0.0248 0.0 0.0 0.0
C 4.6026 -2.3396 -1.3809 0.0 0.0 0.0
C 4.3050 -3.5956 -1.8250 0.0 0.0 0.1
C 4.1082 -3.6147 -3.2323 -0.1 0.0 0.0
C 3.7176 -4.8253 -4.0216 0.0 0.0 0.0
N 4.2518 -2.4554 -3.8297 0.0 0.0 0.0
S 4.6062 -1.2887 -2.7274 0.0 0.1 0.0
H 1.3354 -1.7211 -4.0081 0.0 0.0 0.0
H 1.4040 -2.6071 -2.4931 0.0 0.0 0.0
H -0.1630 -2.2551 -3.2411 0.0 0.0 0.0
H 1.7855 -0.1025 -2.2805 0.0 0.0 0.0
H 0.1318 0.1760 -2.7909 0.0 0.0 0.0
H -1.5192 -1.2361 0.2402 0.0 0.0 0.0
H -1.8078 -0.5430 -1.3524 0.0 0.0 0.0
H -1.2096 -2.2105 -1.2097 0.0 0.0 0.0
H 2.3630 0.7513 -0.4523 0.0 0.0 0.0
H 2.8682 2.6785 0.6375 0.0 0.0 0.0
H 1.1655 3.0554 0.8995 0.0 0.0 0.0
H 0.9920 1.5445 2.7942 0.0 0.0 0.0
H 2.8810 0.5810 3.8228 0.0 0.0 0.0
H 4.5461 1.7633 1.5091 0.0 0.0 0.0
H 5.1298 1.2576 3.0839 0.0 0.0 0.0
H 4.8668 -1.0455 2.3656 0.0 0.0 0.0
H 6.0380 -2.0729 0.1614 0.0 0.0 0.0
H 4.4697 -2.6667 0.7078 0.0 0.0 0.0
H 4.2231 -4.4596 -1.1803 0.0 0.0 0.0
H 2.6963 -5.1250 -3.7757 0.0 0.0 0.0
H 3.7658 -4.6082 -5.0860 0.0 0.0 0.0
H 4.3729 -5.6675 -3.7975 0.0 0.0 0.0